[1]
46
Properties=species:S:1:pos:R:3:lowdin_charge:R:1 method="wB97M-V/def2-TZVPD" fmax_ev_per_a=1.4 relative_energy_ev=2.991
C -5.61703 -0.59437 1.80390 -0.106
C -4.55644 -0.44228 0.72127 -0.249
C -3.18207 -0.11650 1.32279 -0.151
C -2.13742 0.02302 0.24505 -0.225
N -1.45268 -0.95537 -0.21960 0.080
N -1.61476 -2.22104 0.20033 0.066
C -0.90499 -3.27338 -0.31053 -0.436
O -1.14514 -4.39770 0.06203 0.085
C 0.13721 -2.91167 -1.35806 -0.080
N 1.06588 -1.91466 -0.89254 0.060
C 2.40859 -2.11992 -0.85887 -0.498
O 2.92865 -3.14385 -1.26146 0.056
C 3.16450 -0.97818 -0.30903 0.011
C 4.50069 -1.02900 -0.22351 0.006
C 5.33716 0.01302 0.28905 -0.278
C 6.70663 0.06233 0.42433 -0.010
C 7.00728 1.32027 0.98430 -0.060
C 5.80880 1.94902 1.15132 -0.113
O 4.79854 1.17443 0.73765 0.052
C -1.87895 1.33430 -0.36129 -0.157
C -0.83185 1.48701 -1.27642 -0.027
C -0.56793 2.70857 -1.86046 -0.075
C -1.34948 3.81175 -1.55476 -0.085
C -2.40030 3.67399 -0.66500 -0.080
C -2.66326 2.45241 -0.07245 -0.035
H -6.58191 -0.82378 1.35877 0.072
H -5.71366 0.32482 2.37794 0.074
H -5.35634 -1.39884 2.48865 0.074
H -4.84432 0.35483 0.03235 0.109
H -4.49206 -1.36592 0.14049 0.110
H -2.89405 -0.90976 2.01974 0.113
H -3.24232 0.80286 1.90503 0.111
H -2.32026 -2.46542 0.89618 0.149
H 0.71232 -3.80597 -1.61044 0.129
H -0.39362 -2.55126 -2.24903 0.132
H 0.65780 -1.06348 -0.53547 0.092
H 2.61458 -0.10801 0.01914 0.111
H 5.00623 -1.92226 -0.56435 0.130
H 7.39876 -0.70866 0.15463 0.113
H 7.97560 1.70573 1.22927 0.101
H 5.55794 2.91600 1.54143 0.121
H -0.23213 0.62856 -1.53185 0.094
H 0.24971 2.80218 -2.55971 0.105
H -1.14438 4.76861 -2.01067 0.102
H -3.02276 4.52453 -0.42850 0.104
H -3.49677 2.38305 0.60837 0.102

=====

[2]
89
Properties=species:S:1:pos:R:3:lowdin_charge:R:1 method="wB97M-V/def2-TZVPD" fmax_ev_per_a=10.3 energy_ev=-110329.697 charge=+1
C 2.16588 -1.90987 0.72597 -0.108
O 2.16782 -2.19266 -0.73889 -0.292
C 1.13976 -1.34165 -1.42052 -0.197
C 1.79903 0.13185 -1.69834 -0.158
C 0.79869 1.23268 -2.38130 -0.216
C -0.79002 1.06071 -2.01993 -0.248
P -1.27567 1.86019 -0.31055 1.121
F 0.10850 2.26657 0.68170 -0.234
C -2.41795 0.74762 0.74569 -0.261
C -1.58959 -0.21172 1.82297 -0.266
C -1.05526 0.62278 3.15029 -0.462
S 0.73563 0.07879 3.45077 0.774
C 1.89597 1.59142 3.31179 -0.904
S 1.42425 2.92832 4.31117 0.627
N 3.12682 1.58201 2.43071 -0.208
C 4.32792 1.55947 3.34991 -0.175
C 5.75424 1.94093 2.63040 -0.141
O 5.61379 3.35385 2.14444 -0.189
C 4.67037 3.22558 1.01503 -0.182
C 3.15956 2.72751 1.44567 -0.177
C -2.24802 3.49998 -0.68675 -0.287
C -1.56719 4.83143 -0.01514 -0.660
C -0.03997 5.16776 -0.61097 -0.140
Cl -2.62107 6.29485 -0.58250 0.519
H 1.68372 -2.76392 1.36790 0.112
H 3.27357 -1.63333 1.06736 0.120
H 1.52143 -0.94090 0.86459 0.028
H 0.14582 -1.31108 -0.80016 0.101
H 0.90127 -1.91586 -2.43967 0.158
H 2.33625 0.49979 -0.70904 0.105
H 2.68465 -0.04304 -2.48009 0.143
H 1.12433 2.29684 -1.94824 0.096
H 0.93682 1.34184 -3.56166 0.142
H -1.38245 1.71787 -2.82165 0.116
H -1.21406 -0.02560 -2.12870 0.110
H -3.12707 1.43624 1.41158 0.126
H -3.16063 0.10691 0.07400 0.128
H -2.34822 -1.05168 2.16814 0.131
H -0.66004 -0.73726 1.34046 0.063
H -1.67544 0.30765 4.11940 0.108
H -1.15306 1.79444 3.03181 0.078
H 4.23020 2.23670 4.30690 0.121
H 4.43243 0.44825 3.74755 0.141
H 6.69327 1.78167 3.31206 0.147
H 5.88559 1.27306 1.67654 0.125
H 5.09808 2.57340 0.11427 0.136
H 4.54455 4.32317 0.57206 0.144
H 2.65477 2.33388 0.43805 0.100
H 2.56742 3.68363 1.76786 0.103
H -2.28274 3.63984 -1.86222 0.116
H -3.36972 3.45581 -0.31901 0.104
H -1.56580 4.79667 1.16777 0.127
H 0.52338 4.20101 -0.96849 0.050
H 0.56603 5.60514 0.31174 0.101
H -0.07725 6.02033 -1.43942 0.091
C 2.75670 -7.87945 -1.14645 -0.154
O 3.90612 -7.64932 -1.93928 -0.299
P 4.67625 -6.14051 -1.58836 0.774
O 3.88643 -5.51463 -2.74745 -0.281
O 6.11593 -6.69884 -2.18005 -0.266
C 6.15909 -7.75385 -3.11999 -0.126
O 5.44645 -4.63164 -1.23740 -0.263
C 4.66398 -3.45295 -1.28790 -0.155
H 2.33557 -8.85208 -1.41221 0.090
H 3.03339 -7.88581 -0.08811 0.077
H 2.01130 -7.10436 -1.33121 0.077
H 5.37803 -7.66045 -3.88029 0.092
H 6.08394 -8.70815 -2.58944 0.087
H 7.12945 -7.72902 -3.63008 0.095
H 3.72183 -3.59922 -0.75856 0.057
H 4.48952 -3.16176 -2.33942 0.097
H 5.22077 -2.64872 -0.79877 0.089
C -9.81778 1.37095 -1.40817 -0.143
O -8.74238 2.03530 -0.77189 -0.291
P -7.55460 0.94627 -0.14267 0.772
O -8.26335 1.02417 1.21772 -0.266
O -6.39630 2.12530 -0.19530 -0.294
C -6.74641 3.49458 -0.16570 -0.125
O -6.36673 -0.14280 0.48657 -0.303
C -6.79656 -1.16977 1.36105 -0.146
H -10.51578 2.11930 -1.79123 0.095
H -9.44033 0.77262 -2.24258 0.079
H -10.33746 0.72879 -0.69536 0.085
H -7.54958 3.69910 0.54838 0.099
H -7.02242 3.81455 -1.17528 0.091
H -5.86775 4.07420 0.14154 0.078
H -7.67949 -1.66717 0.95822 0.089
H -6.99746 -0.75086 2.36358 0.096
H -5.99088 -1.90361 1.45280 0.083